This record from the OMol25 dataset describes 2 unconnected molecules or ions with the total composition FNO4S in a non-equilibrium geometry. The level of theory is the ωB97M-V functional and the def2-TZVPD basis.

- energy above the lowest of the compared OMol25 structures with the same formula, charge and spin (kJ/mol) = 537.3
- max |F| (eV Å⁻¹) = 15.2
- multiplicity = 1
- molar mass (g/mol) = 129.068
- HOMO (alpha / beta) (eV) = -12.42 / -9.54
- HOMO-LUMO gap (alpha / beta) (eV) = 10.91 / 5.78
- total charge = 0

Structure (XYZ):
```
7
Properties=species:S:1:pos:R:3:forces:R:3
N 0.678207 -0.093763 -1.351479 -9.7 6.8 -9.6
O -0.306376 0.667546 -1.181631 1.0 -1.8 -2.0
O 0.877672 -0.295665 -2.862973 -0.4 0.0 3.2
O 1.391905 -0.351072 -0.597445 9.6 -4.9 7.6
O -0.161353 0.807347 2.478077 1.3 0.3 -0.6
F -2.031760 -0.573086 2.077742 1.9 -0.2 -1.6
S -0.448295 -0.161307 1.437709 -3.5 -0.2 3.0
```
Positions in Å, forces in eV/Å.

Results of the Mulliken charge analysis, in e, for atoms 1 through 6: 1.061 -0.463 -0.213 -0.382 -0.351 -0.335

=====

This record from the OMol25 dataset describes a molecular structure, C28H39CoFN8O8 in a non-equilibrium geometry. The level of theory is the ωB97M-V functional and the def2-TZVPD basis.

- energy above the lowest of the compared OMol25 structures with the same formula, charge and spin (kJ/mol) = 105.2
- max |F| (eV Å⁻¹) = 1.1
- multiplicity = 2
- molar mass (g/mol) = 693.599
- HOMO (alpha / beta) (eV) = -6.67 / -6.58
- HOMO-LUMO gap (alpha / beta) (eV) = 4.87 / 4.79
- total charge = 0

Structure (XYZ):
```
85
Properties=species:S:1:pos:R:3:forces:R:3
Co 2.001934 -2.116486 0.599294 1.0 0.3 0.3
O 4.359974 -1.766452 0.538369 0.1 0.1 0.1
C 4.516484 -0.932141 1.678737 0.0 0.0 0.0
C 3.866326 -1.645246 2.845577 0.1 0.0 0.1
N 2.426665 -1.840836 2.642537 -0.4 -0.3 -0.5
C 1.960109 -3.117532 3.202071 -0.1 0.0 0.3
C 2.349566 -4.274465 2.296726 0.2 0.0 -0.2
O 2.556854 -5.381925 2.768884 -0.1 -0.1 0.0
O 2.403903 -3.948566 1.056688 -0.2 0.0 -0.3
C 1.590654 -0.739300 3.099718 0.0 0.2 0.2
C 0.221714 -0.712218 2.384826 0.1 -0.1 -0.2
O -0.597637 0.112138 2.814263 0.0 0.0 -0.1
O 0.100959 -1.506639 1.408590 -0.6 -0.1 0.2
H 4.432171 -1.250172 -0.271427 -0.1 0.0 0.0
H 5.576226 -0.772460 1.904897 0.0 0.0 0.0
H 4.046101 0.040735 1.514452 0.0 0.0 0.0
H 4.331416 -2.627057 2.950372 0.0 0.0 0.0
H 4.062168 -1.084843 3.768607 0.0 0.0 0.0
H 2.327748 -3.284332 4.219708 0.0 0.1 0.0
H 0.869552 -3.085984 3.225120 0.0 0.0 0.0
H 1.409103 -0.767373 4.181087 0.1 -0.1 0.0
H 2.114838 0.193577 2.884529 -0.1 0.0 0.0
C -0.086936 3.474449 -4.228408 0.0 0.1 0.0
C -0.983005 2.446559 -3.561565 -0.1 -0.2 0.1
N -0.315408 1.758843 -2.456273 0.1 0.2 0.0
C 0.398526 0.641675 -2.735108 -0.1 -0.2 0.0
C 1.164655 -0.053193 -1.856888 0.0 0.0 -0.1
C 1.816208 -1.338868 -2.370249 -0.4 0.1 0.1
O 1.808881 -1.494371 -3.592532 0.2 0.0 0.0
O 2.231087 -2.126896 -1.480122 0.2 -0.4 0.3
C 1.309943 0.442053 -0.532389 -0.2 0.1 0.3
O 1.988112 -0.083501 0.369980 0.1 0.1 -0.3
C 0.564895 1.680566 -0.226980 0.3 -0.2 -0.1
C 0.640290 2.207401 1.059844 0.0 -0.1 0.0
C -0.047738 3.335865 1.384018 -0.1 0.2 -0.2
F 0.069004 3.849965 2.629282 0.1 0.0 0.0
C -0.876548 3.974200 0.452988 -0.1 -0.1 0.2
C -0.949083 3.461449 -0.827763 0.0 -0.2 -0.1
C -0.227192 2.313037 -1.191297 -0.1 0.1 0.0
N -1.709982 5.088071 0.780651 0.2 0.1 -0.1
C -1.941268 5.439963 2.177894 -0.1 -0.1 0.0
C -3.079651 6.477350 2.207852 -0.1 0.0 0.0
N -3.814901 6.357642 0.904040 0.1 -0.1 0.0
C -2.958084 6.909550 -0.203051 -0.1 0.0 0.0
C -1.559253 6.294094 -0.021178 0.0 0.0 0.0
H -0.611505 3.957547 -5.053472 0.0 0.0 0.0
H 0.809291 2.998566 -4.625961 0.0 0.0 0.0
H 0.229536 4.242865 -3.520640 0.0 0.0 0.0
H -1.287553 1.674523 -4.266354 0.0 0.0 0.0
H -1.903405 2.896842 -3.191896 0.0 0.0 0.0
H 0.320516 0.248645 -3.742665 0.0 0.0 0.0
H 1.234946 1.703407 1.805948 0.0 0.0 0.0
H -1.626794 3.924277 -1.531304 0.0 0.0 0.0
H -1.064639 5.867192 2.670562 0.0 0.0 0.0
H -2.234136 4.545445 2.723746 0.0 0.0 0.0
H -2.714414 7.501230 2.259758 0.0 0.0 0.0
H -3.779693 6.307873 3.021744 0.0 0.0 0.0
H -4.740886 6.778828 0.925528 0.0 0.1 0.0
H -3.898667 5.353316 0.712367 -0.1 0.0 0.0
H -2.958052 7.993944 -0.113537 0.0 0.0 0.0
H -3.429552 6.622052 -1.140942 0.0 0.0 0.0
H -0.882922 7.008496 0.465659 0.0 0.0 0.0
H -1.138994 6.058055 -0.994045 0.0 0.0 0.0
C -0.737862 -4.500012 0.504975 0.1 0.0 0.0
N 0.071775 -3.911540 -0.558086 -0.3 0.0 -0.2
C -0.816837 -3.199110 -1.471232 0.0 0.0 0.1
N -1.847624 -4.073888 -2.056418 0.0 0.0 0.0
C -2.604384 -4.669329 -0.950366 0.0 0.0 0.0
N -1.759775 -5.421435 -0.022620 0.0 0.0 0.0
C -1.066418 -6.463704 -0.788418 0.0 0.0 0.0
N -0.259578 -5.920657 -1.884278 0.0 0.0 0.1
C 0.724723 -4.990858 -1.300418 0.0 0.0 0.0
C -1.146677 -5.156074 -2.760700 0.0 0.0 0.0
H -1.222186 -3.693951 1.059874 0.0 0.0 0.0
H -0.078138 -5.055263 1.175190 0.0 0.0 0.0
H -0.221538 -2.780768 -2.284409 0.0 0.0 0.0
H -1.303858 -2.391215 -0.917313 0.0 0.0 0.0
H -3.364696 -5.339357 -1.362074 0.0 0.0 0.0
H -3.102154 -3.868631 -0.397337 0.0 0.0 0.0
H -1.810977 -7.149274 -1.203475 0.0 0.0 0.0
H -0.411720 -7.017483 -0.112882 0.0 0.0 0.0
H 1.327814 -4.548421 -2.094526 0.0 0.0 0.0
H 1.378921 -5.530460 -0.616050 0.0 0.0 0.0
H -1.888334 -5.832851 -3.194733 0.0 0.0 0.0
H -0.552928 -4.717146 -3.565571 0.0 0.0 0.0
```
Positions in Å, forces in eV/Å.

Results of the Mulliken charge analysis, in e, for atoms 1 through 6: 1.727 -0.499 -0.130 -1.185 0.999 -0.808